1.
A cluster of 9 separate species, C20H58F6N2O14P in total at a distorted geometry. Source: OMol25; level of theory: the ωB97M-V functional and the def2-TZVPD basis.

HOMO-LUMO gap = 0.31357 Eh
HOMO energy = -6.348 eV
Charge = -1

```
101
Properties=species:S:1:pos:R:3:forces:R:3:lowdin_charge:R:1
P 0.514 -0.908 0.818 2.1 0.8 2.8 0.223
F -0.757 -1.881 0.741 -0.3 0.5 -1.0 -0.129
F 1.489 -2.171 0.572 -0.3 -0.1 -0.1 -0.143
F 0.618 -0.505 -0.729 -0.4 -0.6 -0.3 -0.135
F 1.887 0.005 1.115 -0.5 0.0 -0.8 -0.192
F -0.388 0.415 1.084 -0.3 -0.2 -0.7 -0.168
F 0.512 -1.124 2.440 -0.1 -0.6 -0.1 -0.171
C 0.382 3.432 -0.232 0.3 0.0 0.0 -0.100
O 1.539 3.106 -0.971 -0.2 0.1 0.1 -0.204
C 2.543 4.120 -0.968 -0.7 -0.1 -0.1 -0.208
C 3.401 4.084 0.311 0.2 -0.9 -0.2 -0.197
N 3.683 2.739 0.842 -0.9 -0.2 -1.6 -0.029
C 4.567 1.987 -0.062 0.8 0.4 1.0 -0.200
C 5.121 0.739 0.634 0.8 0.9 -0.7 -0.226
O 5.679 1.050 1.899 -0.3 -0.1 -0.2 -0.183
C 6.383 -0.053 2.394 -0.4 -0.5 0.3 -0.141
H 0.644 3.739 0.784 -0.1 0.0 0.1 0.078
H -0.240 2.543 -0.173 0.0 -0.1 0.0 0.063
H -0.179 4.242 -0.713 0.0 0.1 0.0 0.090
H 2.060 5.109 -0.996 0.0 0.0 -0.2 0.112
H 3.025 3.952 -1.933 0.6 0.1 0.3 0.119
H 2.832 4.585 1.095 0.3 0.4 0.1 0.099
H 4.366 4.550 0.099 -0.2 0.4 0.3 0.112
H 2.786 2.270 0.674 0.0 -0.2 0.9 0.082
H 5.412 2.653 -0.277 0.1 -0.1 0.0 0.113
H 4.141 1.701 -1.031 -0.2 -0.1 0.1 0.122
H 5.985 0.455 0.011 -0.4 -0.6 -0.2 0.117
H 4.370 -0.055 0.677 0.1 -0.1 0.2 0.113
H 6.543 0.102 3.460 0.2 0.1 -0.1 0.086
H 7.323 -0.258 1.864 0.1 0.3 0.0 0.080
H 5.789 -0.974 2.305 -0.1 0.1 0.0 0.086
C -7.454 5.804 0.518 -0.4 -0.3 0.4 -0.121
O -6.911 4.627 -0.046 0.3 0.5 0.0 -0.188
C -6.448 3.734 0.948 0.2 -0.2 0.0 -0.242
C -5.911 2.498 0.256 -0.1 -0.4 -0.2 -0.224
N -5.434 1.493 1.191 0.3 0.0 0.6 -0.065
C -4.069 1.721 1.677 0.4 -0.2 -1.4 -0.200
C -3.359 0.463 2.190 -0.6 1.3 -0.1 -0.207
O -3.483 0.449 3.604 0.6 -0.7 -0.3 -0.178
C -2.274 0.126 4.280 -0.5 -0.3 0.5 -0.090
H -7.102 5.959 1.543 0.0 -0.1 0.0 0.080
H -8.542 5.683 0.555 0.0 0.3 0.1 0.085
H -7.207 6.715 -0.028 0.1 -0.3 -0.4 0.081
H -7.243 3.480 1.658 0.0 -0.1 -0.1 0.126
H -5.627 4.195 1.515 -0.1 0.1 0.1 0.119
H -5.132 2.823 -0.451 0.1 0.0 0.0 0.117
H -6.688 2.014 -0.338 -0.2 0.3 0.0 0.122
H -5.405 0.592 0.734 -0.2 0.0 -0.1 0.099
H -3.989 2.536 2.393 -0.2 -0.2 0.2 0.117
H -3.450 2.026 0.809 -0.1 0.3 0.0 0.107
H -2.346 0.558 1.803 0.2 -0.2 0.7 0.086
H -3.765 -0.426 1.689 -0.2 -0.1 0.4 0.127
H -1.641 -0.581 3.743 0.0 0.1 -0.2 0.079
H -2.569 -0.343 5.222 0.1 0.0 0.0 0.083
H -1.710 1.024 4.536 0.1 0.1 -0.2 0.065
C 2.642 -5.287 -1.042 0.7 0.1 0.5 -0.210
C 1.511 -6.224 -1.373 0.3 0.0 -1.3 -0.219
O 2.096 -7.356 -2.066 -0.2 0.0 0.6 -0.082
O 3.419 -4.862 -2.179 -0.6 -0.7 -0.2 -0.076
H 3.347 -5.801 -0.379 -0.2 0.0 0.2 0.124
H 2.282 -4.384 -0.549 -0.1 0.0 0.0 0.115
H 0.840 -5.775 -2.113 -0.2 0.3 0.4 0.107
H 0.961 -6.515 -0.479 0.0 0.0 0.0 0.121
H 1.363 -7.955 -2.237 0.2 -0.1 -0.2 0.082
H 3.587 -5.685 -2.664 0.1 0.2 0.0 0.094
C -1.797 -3.867 -3.832 -0.7 0.1 1.0 -0.227
C -2.120 -2.814 -2.775 0.9 0.6 0.8 -0.273
O -2.629 -1.601 -3.249 -0.8 -0.1 -0.7 -0.066
O -2.951 -4.633 -4.183 0.1 -0.1 -0.2 -0.075
H -1.054 -4.493 -3.324 0.2 -0.2 -0.5 0.096
H -1.440 -3.437 -4.763 0.3 0.1 0.1 0.114
H -1.226 -2.613 -2.162 0.3 0.0 -0.5 0.097
H -2.754 -3.264 -1.997 -0.5 0.0 -0.4 0.111
H -2.105 -0.819 -3.008 0.0 -0.3 0.3 0.025
H -3.295 -5.009 -3.367 0.0 0.0 0.0 0.075
C 1.281 -1.207 -4.433 -0.8 0.1 2.0 -0.217
C 1.639 -2.683 -4.458 0.9 0.4 -0.6 -0.242
O 1.511 -3.190 -3.145 -0.9 -0.2 -0.1 -0.090
O 2.039 -0.606 -3.368 -0.2 0.1 -0.8 -0.082
H 0.225 -1.122 -4.128 -0.1 -0.2 -0.2 0.103
H 1.338 -0.619 -5.345 0.6 -0.3 -0.2 0.120
H 2.704 -2.765 -4.708 -0.1 0.0 -0.4 0.124
H 1.020 -3.188 -5.209 0.0 -0.3 0.2 0.109
H 2.125 -3.936 -3.015 0.1 0.4 0.0 0.044
H 1.832 -1.196 -2.629 0.3 0.2 0.2 0.050
C 0.983 2.008 3.797 0.0 1.5 -0.9 -0.226
C 1.899 0.958 4.386 0.1 0.1 -0.9 -0.234
O 3.058 0.825 3.579 0.3 -0.1 0.5 -0.071
O 1.675 3.276 3.802 0.5 -0.1 0.5 -0.087
H 0.027 2.215 4.291 0.1 -0.8 0.3 0.097
H 0.787 1.794 2.742 -0.2 -0.5 0.1 0.092
H 1.378 -0.001 4.420 -0.2 0.1 0.4 0.104
H 2.249 1.300 5.359 -0.1 -0.2 0.2 0.118
H 2.857 0.367 2.752 -0.3 0.2 0.1 0.047
H 1.169 3.923 3.309 -0.2 -0.1 -0.1 0.057
O -1.252 0.589 -2.332 0.4 -0.1 0.0 -0.043
H -1.453 1.372 -1.813 -0.1 0.0 0.0 0.043
H -0.479 0.191 -1.889 -0.3 0.3 -0.2 0.023
O -1.377 -4.558 -0.139 0.1 -0.3 0.0 -0.061
H -0.812 -3.924 -0.595 0.0 0.1 0.1 0.004
H -1.376 -4.252 0.774 0.0 0.1 0.0 0.035
```
Forces are in eV/Å.

---

2.
A cluster of 7 separate species, C20H58N4O9 in total at a distorted geometry. Source: OMol25; level of theory: the ωB97M-V functional and the def2-TZVPD basis.

HOMO-LUMO gap = 0.35213 Eh
HOMO energy = -9.312 eV
SMILES = COC[C@H](C)N.COC[C@H](C)N.COC[C@H](C)N.COC[C@H](C)N.OCCO.OCCO.O
Energy above the lowest of the compared OMol25 structures with the same formula, charge and spin = 209.17 kcal/mol

```
91
Properties=species:S:1:pos:R:3:forces:R:3:lowdin_charge:R:1
C 2.248 5.065 0.207 1.1 0.6 0.6 -0.066
O 3.364 5.884 0.700 -1.4 -0.8 0.1 -0.223
C 4.669 5.389 0.409 -0.6 1.0 0.3 -0.222
C 5.023 5.762 -1.034 -0.1 -1.6 0.6 -0.461
C 6.454 5.183 -1.379 -3.7 0.9 -0.7 -0.033
N 4.910 7.209 -1.280 0.8 -1.7 0.2 0.055
H 2.410 4.000 0.374 0.4 -0.1 -0.2 0.080
H 2.092 5.276 -0.851 -0.2 -0.1 0.0 0.079
H 1.363 5.289 0.803 0.1 0.5 -0.2 0.084
H 5.299 5.933 1.113 0.3 0.0 0.1 0.125
H 4.711 4.330 0.665 0.2 -0.3 -0.4 0.120
H 4.166 5.308 -1.533 0.5 -0.5 -1.0 0.117
H 6.361 4.112 -1.201 0.8 0.1 0.4 0.073
H 7.120 5.814 -0.790 0.6 -0.6 -0.4 0.078
H 6.390 5.340 -2.456 1.3 0.1 -0.1 0.074
H 4.071 7.397 -0.750 -0.1 0.9 0.3 0.061
H 5.729 7.448 -0.741 0.0 1.6 0.3 0.058
C 4.398 1.617 6.298 -0.7 1.5 1.0 -0.120
O 3.196 0.962 5.947 -0.6 -1.1 0.3 -0.197
C 2.073 1.065 6.886 2.0 1.5 -0.3 -0.182
C 2.238 0.217 8.112 1.2 -0.9 -0.7 -0.463
C 2.101 -1.192 7.548 -0.1 -1.4 1.9 -0.069
N 1.327 0.583 9.199 0.0 -0.9 -0.4 0.051
H 5.316 1.332 5.783 -0.6 -0.5 -0.5 0.087
H 4.643 1.592 7.360 -0.2 -0.5 0.3 0.076
H 4.203 2.676 6.130 0.4 0.4 -0.3 0.080
H 2.002 2.100 7.221 -0.2 0.5 -0.3 0.115
H 1.181 0.763 6.338 0.1 0.1 0.0 0.131
H 3.217 0.188 8.589 0.5 0.9 -0.6 0.124
H 2.652 -1.871 8.198 -0.7 -0.3 0.9 0.073
H 2.613 -1.563 6.660 -0.4 1.4 -0.8 0.086
H 1.027 -1.379 7.567 0.0 -0.7 -0.4 0.079
H 0.904 1.491 9.072 -0.2 -0.1 -0.1 0.064
H 0.632 -0.144 9.290 -0.4 0.3 0.2 0.062
C -9.131 2.642 -3.439 -0.1 -0.1 -1.0 -0.095
O -8.481 2.688 -4.725 -0.4 0.2 -0.2 -0.190
C -7.696 3.872 -4.854 -0.8 1.1 0.7 -0.173
C -8.543 5.220 -4.768 2.2 -0.2 0.7 -0.442
C -9.673 5.402 -5.678 -2.3 -0.7 -1.3 -0.090
N -7.669 6.368 -5.027 1.0 0.1 0.4 0.014
H -9.680 1.711 -3.299 0.8 -0.5 -0.3 0.085
H -9.985 3.319 -3.393 0.4 0.8 0.2 0.077
H -8.355 2.792 -2.688 -0.4 0.1 0.4 0.092
H -6.950 3.821 -4.060 0.0 0.6 0.5 0.111
H -7.061 3.939 -5.738 -0.6 -0.7 -0.6 0.118
H -8.810 5.345 -3.718 -0.5 -0.1 0.0 0.127
H -10.549 4.796 -5.448 -0.1 -0.1 0.0 0.078
H -9.462 5.241 -6.735 0.5 -0.5 0.0 0.089
H -9.995 6.443 -5.724 -0.2 0.1 0.6 0.076
H -8.285 7.168 -5.057 0.2 0.3 0.3 0.058
H -7.312 6.329 -5.971 0.2 -0.2 -0.3 0.065
C -1.802 -0.185 -0.622 1.2 0.9 -0.1 -0.083
O -0.407 -0.055 -0.267 0.1 -1.3 0.4 -0.186
C 0.411 -1.162 -0.649 0.9 -0.2 -1.1 -0.220
C 1.820 -1.134 -0.052 0.8 0.5 0.1 -0.413
C 2.912 -1.924 -0.875 -1.0 0.2 0.0 -0.063
N 1.919 -1.571 1.347 0.0 -0.1 0.3 0.028
H -2.124 -1.221 -0.722 -0.1 0.0 0.6 0.085
H -1.990 0.292 -1.584 0.2 0.0 -0.3 0.077
H -2.287 0.458 0.113 -0.5 -0.7 0.1 0.086
H 0.012 -2.169 -0.526 -0.8 0.0 0.6 0.126
H 0.586 -1.099 -1.723 -0.1 0.1 -0.4 0.116
H 2.082 -0.078 -0.108 0.2 0.3 -0.1 0.124
H 2.756 -3.001 -0.807 -0.2 0.0 0.1 0.067
H 3.937 -1.749 -0.547 -0.2 0.3 0.5 0.066
H 2.917 -1.649 -1.929 -0.3 0.1 -0.1 0.063
H 2.580 -0.975 1.824 0.4 -0.1 0.0 0.066
H 1.091 -1.428 1.907 -0.6 0.0 -0.4 0.065
O 0.747 -10.326 1.367 0.4 0.9 1.3 -0.071
C 1.292 -9.536 2.466 0.7 1.9 -0.5 -0.205
C 1.192 -8.019 2.022 -0.4 0.4 0.2 -0.220
O 1.792 -7.061 2.925 0.7 -1.4 0.6 -0.096
H 0.322 -11.127 1.683 0.1 0.1 0.3 0.078
H 0.934 -9.633 3.491 -1.1 -0.5 -0.3 0.112
H 2.357 -9.712 2.621 0.2 -0.3 -0.5 0.105
H 0.167 -7.652 1.963 -0.4 -0.8 -0.5 0.110
H 1.667 -7.950 1.044 -0.1 0.0 -0.1 0.109
H 1.687 -6.156 2.621 -0.2 -0.2 -0.4 0.077
O -2.341 -5.936 -2.841 1.0 -0.1 1.8 -0.042
C -2.644 -5.874 -4.156 0.5 1.7 -3.3 -0.262
C -1.403 -5.312 -5.055 -1.4 -0.2 -1.2 -0.232
O -0.449 -6.282 -5.268 1.5 -2.9 1.4 -0.090
H -1.587 -6.527 -2.908 0.4 -0.2 1.2 0.091
H -3.010 -6.856 -4.457 0.3 -0.1 -0.9 0.117
H -3.454 -5.166 -4.333 -0.1 0.1 0.2 0.111
H -0.896 -4.421 -4.682 -0.6 0.3 0.7 0.111
H -1.689 -5.121 -6.089 -1.3 0.8 0.2 0.106
H 0.217 -6.156 -5.948 -0.4 0.6 0.0 0.092
O 6.208 -5.959 -3.193 0.1 -0.2 -0.1 -0.053
H 5.392 -5.711 -2.758 -0.2 0.0 0.1 0.025
H 6.618 -5.126 -3.428 0.1 0.2 -0.1 0.027
```
Forces are in eV/Å.

---

| no. | DFT total energy (eV) | LUMO energy (eV) |
| --- | --- | --- |
| 1 | -78923.53230 | 2.18 |
| 2 | -46060.65131 | 0.27 |